The following is a DFT calculation (the ωB97M-V functional and the def2-TZVPD basis) of C22H50NiP2Si2 as an isolated structure in a non-equilibrium geometry.

Values from the calculation:
Spin multiplicity: 3
LUMO (spin up / spin down): -0.012 / -0.061 Eh
Strongest force on any atom: 4.20 eV/Å
ΔE to the lowest compared entry with this formula, charge and spin: 623.1 kJ/mol
HOMO energy (spin up / spin down): -5.41 / -4.86 eV
HOMO-LUMO gap (spin up / spin down): 5.1 / 3.2 eV

Last column: Löwdin charge in e.
CARTESIAN COORDINATES (ANGSTROEM)
P (0.194, -2.293, -2.517)  1.01
P (1.065, 1.184, -1.398)  0.83
C (0.283, -0.718, -3.404)  -0.35
C (1.399, 0.246, -3.014)  -0.37
H (-0.724, -0.290, -3.280)  0.06
H (0.359, -0.983, -4.465)  0.09
H (2.408, -0.180, -2.921)  0.07
H (1.368, 0.990, -3.816)  0.06
C (0.124, 2.421, -2.365)  -0.28
H (-0.110, 3.335, -1.813)  0.05
H (-0.796, 2.004, -2.791)  0.01
H (0.791, 2.718, -3.196)  0.04
C (2.319, 2.487, -0.938)  -0.25
H (2.352, 3.189, -1.770)  0.04
H (3.329, 2.138, -0.753)  0.03
H (1.975, 3.053, -0.064)  0.06
C (-0.295, -3.432, -3.907)  -0.23
H (-0.326, -4.460, -3.503)  0.06
H (0.418, -3.410, -4.749)  0.05
H (-1.281, -3.181, -4.319)  0.03
C (1.870, -2.899, -2.221)  -0.21
H (2.522, -2.106, -1.833)  0.03
H (2.299, -3.221, -3.183)  0.06
H (1.843, -3.753, -1.525)  0.07
Ni (1.859, 0.517, 0.348)  -0.03
C (-2.688, 0.797, -1.781)  -0.11
C (-3.084, 0.357, -3.006)  -0.13
C (-4.052, -0.748, -3.316)  -0.17
C (-4.049, -1.804, -2.162)  -0.17
C (-2.875, -2.591, -2.480)  -0.13
C (-1.714, -2.478, -1.720)  -0.28
C (-1.478, -1.251, -0.705)  -0.19
C (-2.309, 0.044, -0.527)  -0.21
C (2.102, -1.296, 0.814)  -0.23
H (-2.834, 1.853, -1.570)  0.11
H (-2.758, 0.945, -3.881)  0.10
H (-3.711, -1.219, -4.272)  0.11
H (-5.100, -0.403, -3.448)  0.12
H (-3.892, -1.323, -1.179)  0.10
H (-4.970, -2.403, -2.171)  0.13
H (-2.964, -3.287, -3.332)  0.12
H (-1.522, -3.474, -1.240)  0.13
H (-0.456, -0.845, -0.824)  0.01
H (-1.352, -1.685, 0.284)  0.11
H (-3.174, 0.017, 0.166)  0.10
H (-1.681, 0.716, 0.099)  0.10
H (3.038, -1.354, 1.395)  -0.01
H (2.177, -1.915, -0.086)  -0.08
H (1.281, -1.654, 1.445)  -0.01
C (-1.163, 2.426, 4.094)  -0.19
Si (-0.732, 0.781, 3.237)  0.44
C (-0.247, -0.564, 4.480)  -0.20
C (-2.467, 0.078, 2.878)  -0.20
C (0.664, 1.117, 1.977)  -0.40
Si (2.336, 1.385, 2.866)  0.36
C (2.812, 0.167, 4.206)  -0.20
C (3.878, 1.461, 1.813)  -0.20
C (2.200, 3.014, 3.772)  -0.20
H (-1.678, 2.194, 5.039)  0.03
H (-1.848, 3.008, 3.458)  0.03
H (-0.305, 3.066, 4.328)  -0.01
H (-1.111, -0.654, 5.158)  0.02
H (-0.127, -1.518, 3.945)  0.04
H (0.633, -0.366, 5.096)  -0.01
H (-3.240, 0.842, 2.836)  0.02
H (-2.554, -0.627, 2.054)  -0.01
H (-2.686, -0.503, 3.772)  0.01
H (0.266, 2.049, 1.528)  -0.03
H (2.469, -0.854, 4.019)  0.03
H (3.907, 0.141, 4.300)  0.03
H (2.429, 0.491, 5.183)  0.03
H (4.215, 2.501, 1.822)  0.04
H (4.627, 0.878, 2.352)  0.03
H (3.980, 1.087, 0.789)  0.00
H (1.921, 3.821, 3.089)  0.03
H (1.468, 2.979, 4.583)  0.01
H (3.171, 3.249, 4.223)  0.03

=====

The following is a DFT calculation (the ωB97M-V functional and the def2-TZVPD basis) of a 2-piece molecular cluster, C6H17N3S overall in a non-equilibrium geometry.

Values from the calculation:
Spin multiplicity: 1
LUMO (spin up / spin down): -0.013 / -0.039 Eh
Strongest force on any atom: 3.69 eV/Å
ΔE to the lowest compared entry with this formula, charge and spin: 134.6 kJ/mol
HOMO energy (spin up / spin down): -8.01 / -8.91 eV
HOMO-LUMO gap (spin up / spin down): 7.7 / 7.9 eV

Last column: Löwdin charge in e.
CARTESIAN COORDINATES (ANGSTROEM)
C (-1.322, 3.799, 1.258)  -0.12
C (1.496, -3.612, -2.149)  -0.27
C (-0.667, 2.848, 0.176)  -0.29
C (-1.267, 1.479, 0.125)  -0.24
C (-0.930, 0.578, 1.392)  -0.21
C (0.350, -0.280, 1.219)  -0.26
N (-0.248, -3.019, 1.278)  -0.29
N (-0.914, -1.792, -0.935)  -0.26
N (2.261, -3.084, -1.083)  -0.05
S (0.160, -1.932, 0.196)  0.79
H (-2.457, 3.786, 1.442)  0.10
H (-1.114, 4.757, 0.721)  0.06
H (-0.706, 3.749, 2.146)  0.05
H (0.549, -4.066, -1.613)  0.09
H (0.977, -2.818, -2.738)  0.06
H (1.954, -4.320, -2.830)  0.07
H (-0.738, 3.460, -0.841)  0.14
H (0.389, 2.755, 0.430)  0.09
H (-2.387, 1.589, 0.210)  0.12
H (-1.049, 0.930, -0.790)  0.09
H (-1.718, -0.196, 1.393)  0.11
H (-0.708, 1.230, 2.261)  0.12
H (1.208, 0.226, 0.825)  0.06
H (0.666, -0.845, 2.197)  0.10
H (-0.294, -3.937, 0.812)  -0.01
H (-0.596, -1.302, -1.692)  -0.06
H (2.552, -3.712, -0.343)  0.03

=====

The following is a DFT calculation (the ωB97M-V functional and the def2-TZVPD basis) of a 4-piece molecular cluster, C53H106N3O11SSi overall in a non-equilibrium geometry.

Values from the calculation:
Spin multiplicity: 4
LUMO (spin up / spin down): 0.010 / -0.013 Eh
Strongest force on any atom: 6.66 eV/Å
HOMO energy (spin up / spin down): -8.76 / -9.39 eV
HOMO-LUMO gap (spin up / spin down): 9.0 / 9.0 eV

Last column: Löwdin charge in e.
CARTESIAN COORDINATES (ANGSTROEM)
C (-4.231, 3.469, 1.622)  -0.08
C (-2.917, 4.262, 1.157)  -0.25
O (-1.780, 4.055, 2.059)  -0.22
C (-0.626, 4.047, 1.149)  -0.16
C (0.769, 4.153, 1.953)  -0.15
O (1.634, 5.017, 1.148)  -0.18
C (3.018, 4.827, 1.528)  -0.15
C (3.863, 4.199, 0.294)  -0.14
O (4.545, 3.004, 0.799)  -0.22
C (5.423, 2.473, -0.253)  -0.13
C (4.934, 1.064, -0.831)  -0.31
Si (4.479, 0.073, 0.738)  0.60
C (4.501, -1.857, 0.527)  -0.18
C (5.848, 0.397, 2.086)  -0.18
C (2.814, 0.464, 1.585)  -0.19
O (6.070, 0.262, -1.358)  -0.16
C (5.815, -0.736, -2.386)  -0.29
S (7.095, -1.040, -3.677)  0.75
C (6.866, -0.213, -5.299)  -0.17
O (8.465, -0.700, -3.142)  -0.36
O (7.092, -2.542, -3.942)  -0.38
C (4.283, -0.430, -2.749)  -0.16
C (3.638, -0.873, -4.140)  -0.10
C (2.670, -2.151, -3.855)  -0.37
C (2.225, -2.871, -5.247)  -0.09
C (1.313, -1.760, -3.105)  -0.09
C (3.989, 1.056, -2.153)  -0.27
C (2.472, 1.179, -1.652)  -0.18
C (1.403, 1.703, -2.718)  -0.11
C (4.218, 2.190, -3.265)  -0.11
C (5.722, 2.525, -3.655)  -0.12
C (6.000, 2.982, -5.159)  -0.20
O (5.060, 2.533, -6.157)  -0.10
C (5.494, 2.908, -7.479)  -0.40
C (5.601, 1.667, -8.509)  0.02
O (5.784, 4.078, -7.791)  0.07
H (-4.536, 2.752, 0.778)  0.07
H (-4.084, 2.856, 2.575)  0.07
H (-5.070, 4.249, 1.742)  0.08
H (-3.187, 5.365, 1.026)  0.13
H (-2.603, 3.820, 0.140)  0.11
H (-0.622, 3.058, 0.577)  0.13
H (-0.739, 4.957, 0.453)  0.14
H (0.629, 4.553, 3.019)  0.13
H (1.180, 3.093, 2.020)  0.10
H (3.057, 4.105, 2.417)  0.13
H (3.529, 5.799, 1.839)  0.13
H (4.634, 5.006, 0.006)  0.13
H (3.198, 3.969, -0.609)  0.12
H (5.500, 3.314, -1.015)  0.10
H (6.480, 2.358, 0.194)  0.15
H (3.661, -2.246, -0.135)  0.03
H (5.545, -2.205, 0.205)  0.05
H (4.354, -2.285, 1.588)  0.05
H (6.854, 0.550, 1.563)  0.05
H (5.868, -0.465, 2.829)  0.04
H (5.493, 1.348, 2.631)  0.05
H (2.805, 0.034, 2.652)  0.06
H (2.492, 1.555, 1.535)  0.01
H (2.002, -0.131, 1.016)  0.04
H (5.735, -1.786, -1.909)  0.14
H (7.724, 0.520, -5.466)  0.08
H (6.948, -0.991, -6.145)  0.10
H (5.834, 0.253, -5.384)  0.05
H (3.729, -1.131, -2.017)  0.11
H (2.966, -0.108, -4.645)  0.11
H (4.371, -1.249, -4.929)  0.10
H (3.203, -2.958, -3.229)  0.14
H (1.788, -3.901, -5.025)  0.08
H (3.108, -2.880, -5.962)  0.07
H (1.366, -2.227, -5.673)  0.09
H (0.851, -0.834, -3.576)  0.07
H (1.461, -1.696, -1.975)  0.07
H (0.552, -2.614, -3.266)  0.08
H (2.044, 0.201, -1.214)  0.10
H (2.472, 1.947, -0.789)  0.10
H (1.596, 1.312, -3.781)  0.06
H (1.548, 2.846, -2.801)  0.08
H (0.317, 1.534, -2.402)  0.09
H (3.725, 3.156, -2.903)  0.12
H (3.664, 1.863, -4.200)  0.10
H (6.494, 1.717, -3.396)  0.10
H (6.042, 3.435, -3.019)  0.12
H (7.035, 2.560, -5.452)  0.12
H (6.141, 4.126, -5.197)  0.14
H (4.511, 1.439, -8.800)  0.10
H (6.253, 1.935, -9.397)  0.09
H (6.026, 0.803, -7.878)  0.07
C (-1.350, -5.684, -0.354)  -0.04
C (-0.207, -4.858, 0.286)  -0.48
C (0.327, -5.603, 1.527)  -0.14
C (-0.649, -5.569, 2.698)  -0.18
C (-1.048, -4.137, 3.033)  -0.14
C (-1.538, -3.316, 1.820)  -0.48
N (-0.677, -3.477, 0.610)  -0.04
O (0.424, -2.701, 0.784)  -0.05
C (-2.992, -3.705, 1.466)  -0.04
C (-1.661, -1.837, 2.277)  -0.05
C (0.892, -4.861, -0.805)  -0.04
H (-0.955, -6.572, -0.855)  0.09
H (-2.072, -6.064, 0.366)  0.06
H (-1.886, -5.099, -1.107)  0.09
H (1.277, -5.163, 1.849)  0.12
H (0.547, -6.645, 1.274)  0.13
H (-1.537, -6.171, 2.482)  0.10
H (-0.179, -6.029, 3.574)  0.11
H (-1.822, -4.155, 3.808)  0.12
H (-0.181, -3.641, 3.486)  0.12
H (-3.307, -3.234, 0.531)  0.07
H (-3.689, -3.371, 2.241)  0.09
H (-3.153, -4.778, 1.381)  0.06
H (-0.728, -1.448, 2.691)  0.07
H (-2.411, -1.737, 3.067)  0.08
H (-1.968, -1.190, 1.449)  0.09
H (0.543, -4.359, -1.713)  0.07
H (1.165, -5.884, -1.081)  0.09
H (1.817, -4.379, -0.481)  0.07
C (-1.647, 3.203, 8.924)  -0.04
C (-2.957, 3.299, 8.105)  -0.49
C (-3.218, 1.953, 7.401)  -0.14
C (-2.257, 1.697, 6.244)  -0.18
C (-2.273, 2.858, 5.257)  -0.13
C (-2.074, 4.245, 5.907)  -0.47
N (-2.891, 4.442, 7.144)  -0.04
O (-4.160, 4.723, 6.756)  -0.02
C (-0.580, 4.467, 6.241)  -0.03
C (-2.363, 5.315, 4.821)  -0.04
C (-4.043, 3.510, 9.192)  -0.05
H (-1.786, 2.580, 9.812)  0.08
H (-0.824, 2.740, 8.382)  0.06
H (-1.323, 4.189, 9.270)  0.09
H (-4.244, 1.922, 7.018)  0.12
H (-3.140, 1.130, 8.120)  0.12
H (-1.242, 1.526, 6.614)  0.10
H (-2.550, 0.778, 5.727)  0.11
H (-1.502, 2.690, 4.497)  0.12
H (-3.231, 2.837, 4.724)  0.11
H (-0.441, 5.383, 6.823)  0.09
H (0.014, 4.575, 5.328)  0.07
H (-0.123, 3.642, 6.785)  0.06
H (-3.355, 5.205, 4.377)  0.08
H (-1.652, 5.235, 3.996)  0.06
H (-2.278, 6.328, 5.229)  0.09
H (-3.880, 4.448, 9.732)  0.09
H (-4.018, 2.699, 9.926)  0.08
H (-5.056, 3.520, 8.785)  0.08
C (-7.775, -4.717, -3.118)  -0.04
C (-7.145, -4.014, -1.890)  -0.48
C (-8.033, -2.824, -1.474)  -0.14
C (-7.955, -1.659, -2.454)  -0.18
C (-6.510, -1.230, -2.675)  -0.14
C (-5.554, -2.387, -3.041)  -0.48
N (-5.740, -3.601, -2.188)  -0.04
O (-5.123, -3.366, -1.003)  -0.04
C (-5.731, -2.775, -4.527)  -0.04
C (-4.105, -1.831, -2.983)  -0.05
C (-7.215, -5.098, -0.784)  -0.04
H (-8.670, -5.275, -2.831)  0.09
H (-8.108, -4.029, -3.893)  0.06
H (-7.078, -5.432, -3.565)  0.09
H (-7.739, -2.467, -0.480)  0.12
H (-9.075, -3.147, -1.382)  0.13
H (-8.424, -1.922, -3.408)  0.10
H (-8.527, -0.814, -2.059)  0.11
H (-6.482, -0.463, -3.457)  0.13
H (-6.159, -0.739, -1.759)  0.12
H (-5.162, -3.678, -4.767)  0.09
H (-5.364, -1.982, -5.186)  0.08
H (-6.767, -2.933, -4.820)  0.06
H (-3.865, -1.386, -2.015)  0.07
H (-3.964, -1.040, -3.726)  0.08
H (-3.370, -2.614, -3.194)  0.09
H (-6.614, -5.972, -1.052)  0.09
H (-8.245, -5.438, -0.640)  0.08
H (-6.877, -4.735, 0.189)  0.08

=====

The following is a DFT calculation (the ωB97M-V functional and the def2-TZVPD basis) of C15H35ClF2N6O14S2V as an isolated structure in a non-equilibrium geometry.

Values from the calculation:
Spin multiplicity: 2
LUMO (spin up / spin down): -0.008 / -0.008 Eh
Strongest force on any atom: 2.96 eV/Å
HOMO energy (spin up / spin down): -8.39 / -8.39 eV
HOMO-LUMO gap (spin up / spin down): 8.2 / 8.2 eV

Last column: Löwdin charge in e.
CARTESIAN COORDINATES (ANGSTROEM)
O (1.030, 0.660, 0.529)  -0.21
V (-0.424, 0.141, 0.371)  0.94
Cl (2.859, 1.950, -2.441)  0.63
O (2.592, 1.712, -3.845)  -0.38
O (1.739, 2.673, -1.859)  -0.39
O (2.972, 0.668, -1.774)  -0.39
O (4.043, 2.739, -2.258)  -0.35
N (-0.891, 0.243, 2.391)  -0.35
S (-2.249, 0.663, 3.176)  0.51
O (-2.063, 1.609, 4.199)  -0.21
O (-3.187, -0.389, 3.359)  -0.25
F (-2.878, 1.483, 1.961)  -0.17
S (0.050, -0.310, 3.639)  0.52
O (-0.516, -1.434, 4.291)  -0.23
O (0.689, 0.702, 4.378)  -0.21
F (1.222, -0.886, 2.748)  -0.17
C (-0.263, -0.140, -2.997)  -0.24
O (-0.348, 0.037, -1.789)  -0.05
N (-0.526, -1.289, -3.616)  -0.16
C (-0.435, -1.418, -5.055)  -0.04
C (-0.975, -2.462, -2.898)  -0.02
H (-0.004, 0.671, -3.689)  0.15
H (0.287, -2.206, -5.289)  0.10
H (0.015, -0.513, -5.463)  0.10
H (-1.379, -1.666, -5.538)  0.09
H (-0.271, -3.273, -3.105)  0.10
H (-0.934, -2.323, -1.821)  0.06
H (-1.992, -2.717, -3.200)  0.09
C (5.343, 2.462, 3.589)  -0.35
O (5.482, 3.647, 3.388)  0.02
N (4.761, 1.579, 2.740)  -0.19
C (4.877, 0.165, 2.946)  -0.08
C (4.231, 2.004, 1.465)  -0.03
H (5.694, 1.951, 4.507)  0.13
H (5.367, -0.061, 3.891)  0.08
H (5.553, -0.252, 2.178)  0.09
H (3.932, -0.358, 2.787)  0.07
H (4.086, 3.076, 1.407)  0.09
H (4.850, 1.687, 0.619)  0.10
H (3.264, 1.527, 1.283)  0.07
C (-1.455, 3.130, -0.277)  -0.23
O (-1.311, 1.912, -0.183)  -0.09
N (-2.267, 3.679, -1.164)  -0.16
C (-2.330, 5.116, -1.331)  -0.03
C (-2.988, 2.857, -2.127)  0.00
H (-0.919, 3.857, 0.338)  0.17
H (-2.020, 5.413, -2.334)  0.10
H (-1.654, 5.603, -0.632)  0.09
H (-3.345, 5.478, -1.162)  0.09
H (-3.976, 3.293, -2.274)  0.10
H (-2.383, 2.786, -3.029)  0.11
H (-3.204, 1.892, -1.672)  0.08
C (-3.281, -1.553, 0.639)  -0.27
O (-2.308, -1.032, 0.089)  -0.07
N (-4.489, -1.628, 0.093)  -0.16
C (-4.752, -1.085, -1.219)  -0.02
C (-5.593, -2.267, 0.771)  -0.03
H (-3.245, -1.980, 1.646)  0.14
H (-5.471, -0.261, -1.212)  0.10
H (-5.231, -1.853, -1.834)  0.10
H (-3.828, -0.756, -1.685)  0.08
H (-6.020, -3.016, 0.100)  0.09
H (-5.297, -2.809, 1.668)  0.10
H (-6.366, -1.558, 1.069)  0.10
C (0.875, -2.801, 0.851)  -0.27
O (0.419, -1.847, 0.208)  -0.10
N (2.160, -3.086, 0.880)  -0.16
C (2.653, -4.227, 1.618)  -0.03
C (3.145, -2.280, 0.171)  0.01
H (0.272, -3.483, 1.463)  0.16
H (3.028, -4.958, 0.893)  0.10
H (1.874, -4.726, 2.189)  0.09
H (3.494, -3.962, 2.256)  0.10
H (3.803, -1.792, 0.891)  0.09
H (3.754, -2.899, -0.489)  0.10
H (2.653, -1.506, -0.414)  0.08

=====

The following is a DFT calculation (the ωB97M-V functional and the def2-TZVPD basis) of one molecule with the formula C8H12F2N2Si in a non-equilibrium geometry.

Values from the calculation:
Spin multiplicity: 1
LUMO: 0.012 Eh
Strongest force on any atom: 3.61 eV/Å
ΔE to the lowest compared entry with this formula, charge and spin: 219.5 kJ/mol
HOMO energy: -10.80 eV
HOMO-LUMO gap: 11.1 eV

Last column: Löwdin charge in e.
CARTESIAN COORDINATES (ANGSTROEM)
C (-0.961, -1.649, 2.359)  -0.07
C (-0.699, -1.052, 0.968)  -0.40
C (-0.945, -2.194, -0.096)  -0.07
C (0.770, -0.686, 0.774)  -0.13
C (0.952, 0.252, -0.484)  -0.35
C (0.964, -0.475, -1.745)  -0.25
N (1.039, -1.015, -2.745)  0.19
C (2.179, 0.896, -0.303)  -0.30
N (3.233, 1.341, -0.251)  0.20
Si (-0.501, 1.911, -0.690)  0.53
C (0.291, 3.191, -1.800)  -0.17
F (-1.945, 1.427, -1.159)  -0.08
F (-0.619, 2.383, 0.857)  -0.10
H (-0.669, -2.771, 2.558)  0.13
H (-1.951, -1.562, 2.550)  0.03
H (-0.602, -1.107, 3.149)  0.04
H (-1.525, -0.340, 0.785)  0.12
H (-0.280, -3.150, 0.065)  0.13
H (-2.011, -2.497, 0.077)  0.09
H (-0.757, -1.673, -1.008)  0.02
H (1.323, -1.602, 0.820)  0.13
H (1.207, -0.075, 1.462)  0.08
H (1.511, 3.178, -1.707)  0.09
H (0.072, 2.991, -2.912)  0.06
H (-0.077, 4.278, -1.525)  0.07

=====

What is the formula in the first record?
C22H50NiP2Si2

=====

Which value of spin multiplicity does entry 2 give?
1